# 1
# C28H26AsFeN5O3S

C28H26AsFeN5O3S as an isolated structure (wB97M-V/def2-TZVPD, the Open Molecules 2025 dataset).

Each line ends with the Löwdin spin population.
Atoms and positions in Å:
Fe -0.436 -1.428 -0.871  1.009
C 3.926 -4.782 1.144  0.000
C 4.210 -3.299 0.958  0.000
N 3.517 -2.734 -0.198  0.002
C 2.230 -2.401 -0.197  0.002
S 1.546 -1.810 -1.717  0.048
N 1.550 -2.518 0.924  -0.006
N 0.264 -2.141 0.795  -0.021
C -0.551 -2.239 1.792  0.018
C -0.162 -2.759 3.132  0.002
C -1.915 -1.786 1.487  -0.001
C -2.981 -1.914 2.362  0.003
C -4.245 -1.523 1.943  0.000
C -4.413 -1.013 0.667  0.004
C -3.302 -0.895 -0.150  -0.002
N -2.090 -1.261 0.253  -0.004
H 4.421 -5.145 2.045  0.000
H 4.295 -5.360 0.297  0.000
H 2.856 -4.954 1.246  0.000
H 5.274 -3.125 0.803  0.000
H 3.909 -2.733 1.838  0.000
H 4.005 -2.673 -1.076  -0.001
H 0.920 -2.808 3.208  0.000
H -0.567 -3.763 3.281  0.001
H -0.560 -2.120 3.922  0.001
H -2.828 -2.337 3.344  0.000
H -5.093 -1.628 2.607  0.000
H -5.382 -0.707 0.301  0.000
H -3.374 -0.484 -1.149  0.000
C 2.432 2.629 3.068  0.000
C 2.477 3.263 1.834  0.000
C 1.771 2.745 0.760  -0.001
C 1.020 1.585 0.924  -0.003
C 0.975 0.950 2.159  0.000
C 1.680 1.475 3.232  0.000
As -0.011 0.909 -0.559  -0.027
C -1.579 2.005 -0.685  -0.007
C -2.598 2.144 0.241  -0.002
C -3.648 3.009 -0.038  0.000
C -3.660 3.717 -1.233  -0.002
C -2.621 3.598 -2.145  0.000
C -1.558 2.745 -1.872  -0.002
C -0.336 2.586 -2.693  -0.001
C -0.080 3.235 -3.893  0.000
C 1.133 3.037 -4.537  -0.001
C 2.098 2.199 -3.995  0.000
C 1.850 1.532 -2.803  0.000
C 0.639 1.731 -2.164  -0.002
H 2.985 3.035 3.904  0.000
H 3.063 4.163 1.707  0.000
H 1.808 3.241 -0.202  0.000
H 0.395 0.045 2.289  0.000
H 1.645 0.981 4.194  0.000
H -2.574 1.599 1.179  0.000
H -4.449 3.138 0.677  0.000
H -4.483 4.386 -1.449  0.000
H -2.638 4.181 -3.056  0.000
H -0.816 3.896 -4.330  0.000
H 1.330 3.544 -5.472  0.000
H 3.043 2.060 -4.504  0.000
H 2.592 0.864 -2.385  0.001
O -2.406 -2.213 -3.802  -0.003
N -1.761 -1.987 -2.835  0.000
O -1.563 -2.829 -1.887  0.014
O -1.179 -0.858 -2.617  -0.017

Output
* net charge: +1
* energy above the lowest of the compared OMol25 structures with the same formula, charge and spin: 0.0 kcal per mole
* gap between HOMO and LUMO (alpha / beta): 7.48 / 7.46 eV
* HOMO level (alpha / beta): -11.22 / -11.22 eV
* multiplicity: 2

---

# 2
# C3H2N2S2

A single C3H2N2S2 molecule (wB97M-V/def2-TZVPD, the Open Molecules 2025 dataset).

Each line ends with the Mulliken charge.
Atoms and positions in Å:
C -1.201 -0.831 0.814  0.029
C -0.453 -1.628 1.555  0.142
C 0.507 0.374 -0.477  0.423
N -0.798 0.134 -0.095  -0.245
N 1.571 0.971 -0.242  -0.538
S 0.340 -2.286 2.730  -0.265
S -0.297 -0.435 -1.844  -0.146
H -2.190 -1.066 0.470  0.316
H 2.334 0.726 -0.875  0.285

Output
* energy above the lowest of the compared OMol25 structures with the same formula, charge and spin: 73.6 kcal per mole
* gap between HOMO and LUMO: 7.56 eV
* structure (SMILES): [H]/N=C1\SN1C=C=S
* HOMO level: -8.61 eV
* multiplicity: 1

---

# 3
# C31H32N3O3S

C31H32N3O3S as an isolated structure (wB97M-V/def2-TZVPD, the Open Molecules 2025 dataset).

Each line ends with the Mulliken charge.
Atoms and positions in Å:
C 0.889 0.784 4.335  -1.143
S 0.944 0.447 2.550  0.515
C 2.499 -0.490 2.483  -1.124
C -0.194 -0.934 2.343  -0.743
C -1.572 -0.559 2.775  0.837
C -2.421 -1.548 3.305  -0.260
C -3.758 -1.273 3.568  -0.986
C -4.251 0.024 3.402  0.432
C -5.636 0.305 3.666  -0.044
N -6.768 0.524 3.873  -0.519
C -3.386 1.038 2.970  -0.988
C -2.061 0.751 2.649  -0.492
H -0.037 1.316 4.565  0.392
H 0.972 -0.142 4.912  0.332
H 1.744 1.441 4.535  0.483
H 2.625 -0.828 1.450  0.284
H 3.297 0.210 2.748  0.471
H 2.464 -1.328 3.190  0.400
H 0.223 -1.728 2.976  0.663
H -2.026 -2.545 3.498  0.504
H -4.425 -2.071 3.900  0.455
H -3.763 2.058 2.875  0.438
H -1.417 1.558 2.286  0.504
C 3.568 -0.789 -3.744  -1.007
O 2.619 0.126 -3.168  -0.276
C 3.054 1.310 -2.680  0.745
C 4.390 1.648 -2.395  -0.780
C 4.661 2.896 -1.832  -0.961
C 3.652 3.818 -1.559  -0.686
C 2.319 3.481 -1.868  0.729
O 1.216 4.214 -1.579  -0.330
C 1.367 5.412 -0.786  -0.916
C 2.048 2.244 -2.442  0.000
N 0.682 1.909 -2.722  0.663
C 0.014 0.817 -2.262  -0.245
C 0.478 0.037 -1.125  1.049
C -0.096 -1.309 -0.993  -1.967
C -0.363 -1.892 0.188  1.687
C -0.995 -3.194 0.231  0.387
C -1.148 -3.919 1.444  -0.247
C -1.937 -5.065 1.517  -0.792
C -2.511 -5.605 0.358  -0.510
C -2.272 -4.985 -0.875  -0.668
C -1.521 -3.812 -0.946  -0.675
O 1.345 0.499 -0.360  -0.731
N -1.207 0.830 -2.851  0.253
C -2.290 -0.121 -2.676  -0.709
C -1.283 1.910 -3.722  -1.002
C -0.121 2.588 -3.627  -0.186
H 2.957 -1.576 -4.186  0.280
H 4.178 -0.303 -4.519  0.373
H 4.223 -1.209 -2.968  0.364
H 5.186 0.934 -2.612  0.437
H 5.693 3.155 -1.597  0.401
H 3.871 4.784 -1.099  0.424
H 0.347 5.763 -0.638  0.274
H 1.840 5.190 0.182  0.379
H 1.958 6.166 -1.325  0.348
H -0.217 -1.801 -1.966  0.591
H -0.070 -1.303 1.175  -0.191
H -0.634 -3.554 2.333  0.682
H -2.102 -5.538 2.486  0.386
H -3.125 -6.504 0.413  0.387
H -2.677 -5.417 -1.791  0.390
H -1.348 -3.353 -1.921  0.256
H -3.216 0.359 -3.012  0.323
H -2.129 -1.022 -3.286  0.286
H -2.400 -0.415 -1.627  0.341
H -2.163 2.102 -4.309  0.482
H 0.216 3.481 -4.114  0.550

Output
* net charge: +1
* gap between HOMO and LUMO: 5.18 eV
* HOMO level: -8.73 eV
* multiplicity: 1

---

| no. | electronic energy (Ha) |
| --- | --- |
| 1 | -5479.49744 |
| 2 | -1021.26240 |
| 3 | -1988.24076 |